This record from the OMol25 dataset describes a 2-piece molecular cluster, C36H41N2O2S overall at a distorted geometry. The level of theory is the ωB97M-V functional and the def2-TZVPD basis.

Values from the calculation:
- HOMO level (eV) = -9.35
- LUMO (eV) = -4.46
- net charge = +1
- multiplicity = 1

```
82
Properties=species:S:1:pos:R:3:forces:R:3
C -7.686 -3.361 3.429 0.4 0.7 -0.1
O -7.125 -2.028 3.365 -0.2 -0.2 0.1
C -5.779 -1.836 3.370 0.8 0.0 -0.1
C -5.318 -0.487 3.351 -0.3 -1.0 0.0
C -3.961 -0.203 3.330 0.1 -0.3 -0.1
C -3.008 -1.238 3.317 -0.2 -0.2 0.1
C -1.520 -0.930 3.278 0.6 0.3 0.0
C -0.631 -2.053 3.296 0.0 -0.1 0.0
S 1.054 -1.832 3.359 -0.9 -0.7 0.0
C 1.583 -2.789 4.855 0.3 0.2 -0.7
C 1.665 -2.928 2.004 0.4 0.3 0.7
O -1.102 0.242 3.229 -0.6 -0.5 0.0
C -3.476 -2.559 3.358 0.2 0.5 0.0
C -4.829 -2.881 3.383 -0.4 0.5 0.0
H -8.770 -3.215 3.443 0.3 0.0 0.0
H -7.407 -3.939 2.540 0.0 0.0 0.2
H -7.373 -3.872 4.346 0.0 0.0 -0.2
H -6.064 0.301 3.352 0.1 0.0 0.0
H -3.621 0.831 3.332 0.0 -0.2 0.0
H -0.945 -3.090 3.317 0.1 0.2 0.0
H 2.679 -2.735 4.890 -0.3 -0.1 0.1
H 1.141 -2.261 5.708 0.1 -0.2 -0.3
H 1.231 -3.830 4.800 0.1 0.5 0.0
H 2.764 -2.840 1.996 -0.4 -0.2 -0.1
H 1.346 -3.966 2.183 0.1 0.4 -0.1
H 1.240 -2.525 1.077 0.1 -0.2 0.4
H -2.742 -3.356 3.385 -0.3 0.0 0.0
H -5.122 -3.929 3.409 0.0 0.3 0.0
C 4.777 6.525 -0.605 0.2 -0.1 0.3
N 3.349 6.313 -0.445 -0.1 -0.3 -0.1
C 2.607 7.432 0.108 -0.2 0.3 -0.2
C 2.757 5.110 -0.736 0.2 0.3 0.2
C 1.427 5.059 -1.232 -0.2 -0.2 0.0
C 0.851 3.846 -1.548 0.1 0.1 0.5
C 1.546 2.629 -1.340 -0.1 -0.3 -0.3
C 0.901 1.348 -1.604 0.4 0.2 -0.1
C -0.486 1.191 -1.359 -0.5 -0.4 -0.1
C -1.217 0.046 -1.630 0.3 0.8 -0.2
C -2.633 -0.114 -1.388 -0.8 -0.1 0.2
C -3.278 -1.337 -1.712 0.4 0.3 0.1
C -4.629 -1.521 -1.461 -0.1 0.1 0.1
C -5.381 -0.489 -0.888 0.2 -0.1 -0.1
C -4.778 0.735 -0.594 0.1 0.2 0.0
C -3.424 0.927 -0.843 0.1 -0.2 -0.1
C 1.715 0.253 -2.123 0.2 0.0 0.2
C 1.670 -1.030 -1.543 0.3 0.1 0.0
C 2.544 -2.018 -1.962 -0.2 0.1 -0.2
C 3.285 -1.836 -3.156 0.1 0.0 0.0
N 4.048 -2.861 -3.665 0.0 -0.1 0.0
C 4.125 -3.130 -5.089 0.3 0.2 -0.1
C 4.907 -3.680 -2.828 -0.2 -0.3 0.0
C 3.233 -0.587 -3.821 -0.1 -0.1 0.2
C 2.570 0.471 -3.232 -0.4 0.0 0.1
C 2.881 2.691 -0.847 -0.1 -0.1 -0.3
C 3.475 3.897 -0.548 -0.1 0.0 -0.2
H 5.246 5.675 -1.112 -0.2 0.3 0.1
H 4.962 7.428 -1.208 -0.2 -0.2 0.1
H 5.268 6.669 0.369 0.0 0.0 -0.2
H 1.567 7.157 0.316 0.3 0.0 0.0
H 3.070 7.766 1.051 -0.1 -0.2 -0.2
H 2.613 8.288 -0.583 -0.1 -0.1 0.1
H 0.874 5.987 -1.405 0.3 -0.4 0.0
H -0.142 3.808 -2.000 0.3 0.1 0.2
H -1.004 2.056 -0.949 0.2 -0.3 0.1
H -0.711 -0.792 -2.111 -0.1 0.2 0.1
H -2.697 -2.138 -2.170 -0.1 0.2 0.1
H -5.112 -2.466 -1.714 0.2 0.3 0.1
H -6.442 -0.636 -0.683 0.3 0.0 0.0
H -5.372 1.551 -0.173 0.2 -0.3 -0.1
H -2.958 1.890 -0.629 -0.3 -0.3 0.1
H 0.957 -1.214 -0.737 0.5 0.1 0.0
H 2.602 -2.968 -1.427 -0.1 0.2 -0.3
H 3.387 -2.540 -5.645 0.2 -0.2 0.2
H 5.127 -2.900 -5.479 -0.2 -0.1 -0.1
H 3.924 -4.196 -5.279 0.0 0.2 0.1
H 4.903 -3.332 -1.788 -0.1 0.0 -0.3
H 4.588 -4.731 -2.852 0.1 0.1 0.1
H 5.944 -3.636 -3.198 -0.2 0.0 0.1
H 3.770 -0.458 -4.761 0.0 0.0 0.4
H 2.649 1.475 -3.657 -0.1 -0.3 0.1
H 3.433 1.764 -0.660 -0.3 0.3 -0.1
H 4.484 3.936 -0.127 -0.5 -0.1 -0.2
```
Forces are in eV/Å.

Atomic partial charges in e from the Mulliken method, atoms 1 to 5: C -0.826; O -0.454; C 0.824; C -0.597; C -0.346


This record from the OMol25 dataset describes a 2-piece molecular cluster, C10H16O overall at a distorted geometry. The level of theory is the ωB97M-V functional and the def2-TZVPD basis.

Values from the calculation:
- HOMO level (alpha / beta) (eV) = 1.06 / -3.50
- LUMO (alpha / beta) (eV) = 3.80 / 3.66
- net charge = -1
- relative energy (zero: lowest compared OMol25 entry of this formula, charge and spin) (eV) = 0.9957
- multiplicity = 2

```
27
Properties=species:S:1:pos:R:3:forces:R:3
C -0.770 2.512 0.030 -2.0 0.7 0.7
C -0.383 3.593 1.073 0.4 -0.7 0.5
C 0.153 1.428 -0.354 1.5 -1.0 -1.2
C 0.824 1.521 -1.625 -0.7 0.7 0.9
C 0.335 0.224 0.336 -1.2 1.8 1.1
C 1.623 0.466 -2.081 0.4 -0.1 -0.6
C 1.160 -0.800 -0.070 1.2 -1.1 -1.7
C 1.758 -0.691 -1.365 -0.2 0.7 -0.3
O 2.263 -1.862 -1.894 0.8 -0.6 -0.4
H -1.684 2.034 0.450 0.3 0.2 -0.3
H -1.124 3.080 -0.846 0.2 -0.5 -0.1
H -0.690 4.615 0.850 0.4 0.1 -0.6
H 0.711 2.411 -2.233 0.0 0.1 0.0
H -0.234 0.143 1.266 0.2 -0.2 0.0
H 2.056 0.618 -3.068 0.0 -0.5 0.0
H 1.461 -1.716 0.410 -0.6 0.0 0.7
H 2.777 -1.754 -2.725 -0.6 0.5 0.9
H 0.681 3.493 1.310 -0.1 0.5 -0.1
H -0.930 3.425 1.994 0.1 -0.4 0.4
C -1.669 -2.705 0.405 0.9 -0.2 0.2
C -0.834 -2.906 1.683 -0.7 -1.6 1.0
H -1.188 -3.101 -0.485 0.8 0.5 -0.1
H -2.544 -3.358 0.360 -0.6 0.7 0.7
H -1.794 -1.629 0.331 -0.7 -0.1 -0.7
H -0.848 -2.130 2.451 -0.2 0.6 -0.6
H -1.322 -3.733 2.235 0.5 -0.1 -0.1
H 0.212 -3.179 1.563 0.0 0.0 -0.4
```
Forces are in eV/Å.

Atomic partial charges in e from the Mulliken method, atoms 1 to 5: C -0.811; C -1.211; C 0.555; C -0.920; C -0.164


This record from the OMol25 dataset describes a 2-piece molecular cluster, C10H16 overall at a distorted geometry. The level of theory is the ωB97M-V functional and the def2-TZVPD basis.

Values from the calculation:
- HOMO level (eV) = -9.02
- LUMO (eV) = 1.03
- relative energy (zero: lowest compared OMol25 entry of this formula, charge and spin) (eV) = 0.3907
- multiplicity = 1
- SMILES = Cc1ccccc1.CCC

```
26
Properties=species:S:1:pos:R:3:forces:R:3
C 1.057 -3.170 2.342 -0.4 0.2 0.3
C 0.225 -2.289 1.442 0.1 -0.1 -0.1
C 0.735 -1.893 0.202 0.0 0.3 0.8
C -0.037 -1.180 -0.697 0.1 -0.3 -0.5
C -1.361 -0.876 -0.409 0.1 0.1 0.9
C -1.863 -1.288 0.823 -0.4 0.6 -0.1
C -1.083 -1.948 1.760 0.0 -0.5 -0.4
H 0.543 -3.369 3.285 0.0 0.1 -0.1
H 2.019 -2.727 2.605 0.1 -0.1 -0.3
H 1.184 -4.131 1.845 0.3 0.0 0.1
H 1.793 -2.057 0.037 0.0 -0.2 -0.4
H 0.405 -0.953 -1.658 -0.1 0.3 0.0
H -1.985 -0.209 -0.993 0.2 -0.3 -0.4
H -2.893 -1.026 1.057 0.1 -0.1 0.1
H -1.523 -2.292 2.688 0.0 0.1 0.1
C 0.924 2.173 -2.323 -0.4 -0.6 0.3
C 0.162 3.193 -1.484 0.2 0.8 -0.6
C -0.327 2.756 -0.097 0.0 0.2 -0.4
H 1.853 1.867 -1.844 0.2 0.1 0.0
H 0.352 1.250 -2.460 -0.1 0.1 0.1
H 1.120 2.550 -3.324 0.2 0.1 0.0
H 0.794 4.090 -1.438 0.0 -0.2 0.3
H -0.684 3.550 -2.083 -0.1 -0.2 0.1
H -0.156 3.534 0.648 0.1 -0.1 0.0
H -1.403 2.612 -0.157 -0.1 -0.3 0.2
H 0.147 1.832 0.233 0.0 0.0 0.1
```
Forces are in eV/Å.

Atomic partial charges in e from the Mulliken method, atoms 1 to 5: C -1.393; C 0.971; C -0.574; C -0.274; C -0.622